{"formula": "C36H38Cl2N5O2Si2Ti", "method": "wB97M-V/def2-TZVPD", "fmax_ev_per_a": 2.0, "total_charge": -1, "spin_multiplicity": 3, "gap_ev": [5.7, 6.0], "e_above_lowest_kj_mol": 87.31, "s_squared": 2.06, "lumo_ev": [2.50, 1.64], "e_homo_ev": [-3.225, -4.375], "symbols": ["Ti", "Cl", "Cl", "Si", "Si", "O", "O", "N", "N", "N", "N", "N", "C", "C", "C", "C", "C", "C", "C", "C", "C", "C", "C", "C", "C", "C", "C", "C", "C", "C", "C", "C", "C", "C", "C", "C", "C", "C", "C", "C", "C", "C", "C", "C", "C", "C", "C", "C", "H", "H", "H", "H", "H", "H", "H", "H", "H", "H", "H", "H", "H", "H", "H", "H", "H", "H", "H", "H", "H", "H", "H", "H", "H", "H", "H", "H", "H", "H", "H", "H", "H", "H", "H", "H", "H", "H"], "coordinates": [[-0.07, -0.15, -0.43], [3.93, -0.57, -6.42], [-1.23, -0.19, -4.95], [-1.87, -0.82, 2.74], [1.16, 0.11, 2.78], [1.69, -0.46, -0.49], [-0.20, -0.24, -2.30], [-2.08, -1.58, -0.93], [-1.73, 0.97, -0.33], [0.65, 1.89, -0.62], [0.29, -2.34, 0.12], [-2.97, 0.55, -0.56], [2.95, -0.29, 2.22], [-1.62, 2.31, -0.13], [0.61, -3.13, 2.33], [1.64, 2.16, -1.51], [3.76, 2.64, -3.31], [0.22, -2.11, 1.44], [-0.31, 2.82, -0.35], [-0.22, -0.76, 1.79], [-2.68, 0.90, 3.00], [0.45, -0.32, -4.55], [1.37, -0.35, 4.65], [-1.14, 5.04, 0.09], [-4.64, -2.39, -1.75], [2.15, -0.35, -2.85], [3.10, -0.45, -3.85], [0.81, -3.47, -0.35], [-3.57, -3.29, -1.73], [1.39, -0.39, -5.55], [2.60, -0.13, -1.43], [2.47, 3.13, -3.57], [1.13, -4.31, 1.85], [-2.67, 3.19, 0.18], [2.72, -0.48, -5.18], [4.01, 1.88, -2.22], [0.76, -0.29, -3.17], [1.45, 2.91, -2.66], [-2.33, -2.83, -1.31], [-3.13, -0.71, -0.94], [-3.17, -2.02, 2.00], [-4.43, -1.11, -1.34], [2.94, 1.45, -1.30], [-0.09, 4.20, -0.24], [0.84, 1.99, 2.84], [-2.42, 4.54, 0.29], [1.27, -4.49, 0.48], [-1.85, -1.52, 4.55], [-5.21, -0.37, -1.33], [3.16, -1.36, 2.29], [-3.69, 0.79, 3.39], [3.69, 0.23, 2.83], [5.01, 1.51, -2.01], [-1.50, -3.52, -1.27], [-3.72, -1.55, 1.19], [1.10, -0.39, -6.58], [1.72, 2.54, 3.16], [-2.75, 1.45, 2.08], [-2.13, 1.50, 3.71], [2.21, 0.19, 5.08], [0.51, -2.96, 3.39], [-2.70, -2.91, 1.59], [-0.95, 6.10, 0.19], [-1.42, -2.52, 4.60], [1.55, -1.41, 4.80], [2.29, 3.71, -4.47], [3.10, 0.00, 1.19], [1.44, -5.10, 2.53], [0.88, -3.56, -1.43], [-3.23, 5.22, 0.55], [-1.28, -0.89, 5.23], [1.71, -5.38, 0.06], [4.57, 2.90, -3.99], [4.15, -0.50, -3.59], [-3.66, 2.79, 0.32], [0.55, 2.38, 1.87], [0.46, 3.32, -2.84], [3.55, -0.67, -1.27], [-5.62, -2.72, -2.10], [-3.69, -4.32, -2.02], [-3.90, -2.33, 2.74], [3.24, 1.54, -0.24], [-2.86, -1.58, 4.95], [0.50, -0.08, 5.24], [0.90, 4.59, -0.39], [0.04, 2.22, 3.53]], "lowdin_spin": [0.12, 0.00, 0.00, 0.00, 0.00, 0.01, 0.01, 0.08, 0.25, 0.07, 0.01, 0.24, 0.00, 0.01, 0.00, 0.19, 0.02, 0.00, 0.05, 0.01, 0.00, 0.00, 0.00, 0.05, 0.01, 0.01, 0.00, 0.00, 0.08, 0.00, 0.05, 0.26, 0.00, 0.04, 0.00, 0.19, 0.00, 0.01, 0.00, 0.03, 0.00, 0.05, 0.06, 0.01, 0.00, 0.01, 0.00, 0.00, 0.00, 0.00, 0.00, 0.00, 0.01, 0.00, 0.00, 0.00, 0.00, 0.00, 0.00, 0.00, 0.00, 0.00, 0.00, 0.00, 0.00, 0.02, 0.00, 0.00, 0.00, 0.00, 0.00, 0.00, 0.00, 0.00, 0.00, 0.00, 0.00, 0.00, 0.00, 0.01, 0.00, 0.02, 0.00, 0.00, 0.00, 0.00]}

{"formula": "C36H38ClIN6NaO2Si", "method": "wB97M-V/def2-TZVPD", "fmax_ev_per_a": 1.3, "total_charge": -1, "spin_multiplicity": 1, "gap_ev": 6.6, "lumo_ev": 2.07, "e_homo_ev": -4.541, "symbols": ["I", "Cl", "Si", "Na", "O", "O", "N", "N", "N", "N", "N", "N", "C", "C", "C", "C", "C", "C", "C", "C", "C", "C", "C", "C", "C", "C", "C", "C", "C", "C", "C", "C", "C", "C", "C", "C", "C", "C", "C", "C", "C", "C", "C", "C", "C", "C", "C", "C", "H", "H", "H", "H", "H", "H", "H", "H", "H", "H", "H", "H", "H", "H", "H", "H", "H", "H", "H", "H", "H", "H", "H", "H", "H", "H", "H", "H", "H", "H", "H", "H", "H", "H", "H", "H", "H", "H"], "coordinates": [[-1.12, 6.37, 1.89], [-0.08, 4.38, 7.16], [0.64, -1.90, -1.58], [-0.05, 1.86, 0.07], [0.69, -0.37, -1.37], [-0.10, 3.49, 1.38], [-2.33, 1.32, 0.07], [-1.73, 3.89, -0.95], [0.29, 1.36, 3.01], [-0.94, 1.77, -2.22], [2.78, 0.48, 1.28], [3.81, 0.90, 2.00], [-0.81, -2.04, 0.87], [2.67, -0.81, 1.52], [0.08, 2.56, 3.55], [-0.58, 5.07, 4.60], [-0.33, -2.53, -5.62], [-2.68, 0.53, -1.08], [-0.19, 4.06, 5.45], [2.58, -4.11, -1.74], [0.37, -2.38, -4.43], [3.47, -1.95, -1.32], [-2.36, -2.70, -4.40], [4.74, -2.48, -1.21], [-0.28, -2.38, -3.20], [-1.89, -3.95, 1.85], [-0.71, -4.15, -0.23], [0.62, 0.36, 3.78], [0.78, 0.48, 5.17], [-1.57, -2.60, 1.88], [4.94, -3.84, -1.37], [-3.08, 3.62, -0.55], [-1.45, -4.72, 0.79], [2.36, -2.75, -1.58], [-1.70, -2.68, -5.61], [-0.20, 3.64, 2.62], [-1.66, -2.56, -3.21], [3.86, -4.66, -1.64], [3.67, -1.23, 2.41], [-0.67, 2.96, -2.97], [-0.36, -2.80, -0.21], [-1.45, 4.15, -2.34], [4.39, -0.10, 2.70], [0.50, 1.68, 5.76], [0.13, 2.78, 4.96], [-3.19, 2.43, 0.42], [-0.59, 4.84, 3.24], [-2.25, 1.17, -2.40], [-3.55, 4.48, -0.05], [-2.39, 4.30, -2.90], [3.84, -2.22, 2.79], [-0.94, 2.87, -4.04], [0.20, -2.52, -6.57], [-3.76, 0.29, -1.12], [-2.47, -4.39, 2.65], [-0.86, 6.04, 4.99], [5.93, -4.27, -1.29], [-2.25, -2.77, -6.54], [-1.69, -5.78, 0.76], [5.24, 0.06, 3.33], [-2.12, -0.40, -1.00], [-3.68, 3.41, -1.44], [4.00, -5.72, -1.77], [-1.27, 4.52, -0.32], [-2.87, 2.77, 1.40], [-2.28, 0.70, 0.87], [0.78, -0.59, 3.27], [3.31, -0.89, -1.19], [-1.92, -1.98, 2.70], [1.75, -4.77, -1.95], [-4.25, 2.13, 0.48], [-3.44, -2.83, -4.37], [-2.19, -2.58, -2.27], [5.58, -1.84, -1.00], [0.56, 1.80, 6.83], [-0.23, 1.05, -2.31], [-0.86, 5.07, -2.45], [4.08, 1.87, 1.97], [1.44, -2.25, -4.46], [-0.40, -4.76, -1.06], [-2.26, 0.39, -3.18], [-0.56, -0.99, 0.90], [0.40, 3.16, -2.90], [1.10, -0.38, 5.75], [-2.96, 1.94, -2.70], [1.92, -1.39, 1.03]], "lowdin_charge": [0.89, 0.63, 0.39, 0.34, -0.32, -0.16, -0.09, -0.08, 0.14, -0.11, 0.06, -0.02, -0.12, -0.20, -0.15, -0.20, -0.10, -0.19, -0.63, -0.10, -0.10, -0.11, -0.10, -0.10, -0.20, -0.11, -0.10, -0.15, -0.05, -0.09, -0.11, -0.21, -0.10, -0.21, -0.11, -0.48, -0.11, -0.11, -0.07, -0.20, -0.22, -0.20, -0.12, -0.04, -0.19, -0.19, -0.61, -0.19, 0.10, 0.10, 0.09, 0.11, 0.09, 0.12, 0.09, 0.09, 0.09, 0.09, 0.09, 0.10, 0.09, 0.10, 0.09, 0.02, 0.11, 0.11, 0.09, 0.09, 0.10, 0.09, 0.11, 0.10, 0.10, 0.10, 0.08, 0.07, 0.11, 0.15, 0.10, 0.09, 0.12, 0.08, 0.11, 0.10, 0.10, 0.08]}

{"formula": "C36H38I2N3O2PW", "method": "wB97M-V/def2-TZVPD", "fmax_ev_per_a": 0.4, "total_charge": 2, "spin_multiplicity": 1, "gap_ev": [6.2, 6.2], "e_above_lowest_kj_mol": 174.44, "lumo_ev": [-6.70, -6.69], "e_homo_ev": [-12.897, -12.899], "symbols": ["W", "I", "I", "P", "O", "O", "N", "N", "N", "C", "C", "C", "C", "C", "C", "C", "C", "C", "C", "C", "C", "C", "C", "C", "C", "C", "C", "C", "C", "C", "C", "C", "C", "C", "C", "C", "C", "C", "C", "C", "C", "C", "C", "C", "C", "H", "H", "H", "H", "H", "H", "H", "H", "H", "H", "H", "H", "H", "H", "H", "H", "H", "H", "H", "H", "H", "H", "H", "H", "H", "H", "H", "H", "H", "H", "H", "H", "H", "H", "H", "H", "H", "H"], "coordinates": [[-0.33, 0.06, 0.13], [4.13, 6.10, 2.42], [3.74, 0.16, 2.70], [-0.53, -1.12, 3.54], [1.29, 0.80, 0.81], [-0.49, -0.54, 2.11], [-0.48, -0.14, -1.87], [-0.07, 2.09, -0.97], [-1.95, 1.75, 1.34], [3.64, 3.12, 2.34], [-4.15, -0.33, -0.41], [-2.87, -0.88, -0.41], [-2.12, -1.89, 3.82], [-2.51, -1.93, -1.27], [-0.25, -1.91, -0.19], [0.89, -5.21, 1.18], [1.43, 3.21, 0.63], [0.71, -2.36, 3.86], [-0.99, 0.88, -2.72], [-0.92, -1.67, -3.85], [-0.38, -1.49, -2.47], [0.07, -4.22, 0.67], [-3.48, -2.43, -2.12], [-1.02, 3.12, 3.15], [3.18, 4.34, 1.86], [1.89, 1.98, 1.11], [2.73, -3.65, 1.24], [-2.00, 2.25, 2.70], [-1.09, 2.19, -2.01], [-1.07, -2.35, -1.36], [2.09, 4.38, 1.01], [-5.10, -0.84, -1.28], [3.00, 1.95, 1.96], [0.56, -2.92, 0.47], [-2.17, 3.32, 5.25], [-4.77, -1.90, -2.12], [-1.42, 0.67, -3.97], [-1.11, 3.66, 4.42], [-3.06, 1.90, 3.52], [0.24, 3.35, -0.27], [2.22, -4.92, 1.46], [-1.39, -0.66, -4.57], [-3.14, 2.44, 4.80], [1.90, -2.65, 0.76], [-0.26, 0.15, 4.75], [4.49, 3.08, 3.00], [1.70, -1.93, 3.73], [-2.21, -0.64, 0.45], [-3.24, -3.24, -2.79], [-1.94, 2.55, 0.72], [-0.63, 3.72, 0.27], [0.67, 0.68, 4.51], [-3.98, 2.18, 5.44], [-6.10, -0.43, -1.29], [0.59, -3.22, 3.20], [-2.07, 2.32, -1.54], [-1.73, -0.80, -5.58], [2.87, -5.71, 1.83], [-5.51, -2.31, -2.79], [-0.91, 3.03, -2.69], [-3.85, 1.26, 3.15], [-0.97, -4.45, 0.43], [-4.43, 0.46, 0.27], [-0.19, 3.39, 2.51], [-2.24, 3.75, 6.24], [3.77, -3.44, 1.43], [-0.97, -3.41, -1.61], [2.30, -1.66, 0.57], [0.59, -2.68, 4.89], [-2.91, -1.15, 3.74], [0.45, 4.11, -1.03], [-1.81, 1.51, -4.54], [0.50, -6.20, 1.35], [0.79, 1.84, -1.44], [0.67, -1.80, -2.47], [-2.85, 1.31, 1.15], [1.74, 5.33, 0.62], [-2.28, -2.68, 3.09], [-0.36, 4.36, 4.76], [-0.85, -2.67, -4.25], [-0.16, -0.31, 5.74], [-2.14, -2.32, 4.82], [-1.09, 0.85, 4.77]], "lowdin_charge": [1.76, 0.97, 1.07, 0.67, -0.32, -0.49, -0.10, -0.16, 0.05, -0.21, -0.06, -0.10, -0.13, -0.17, -0.19, -0.05, -0.17, -0.15, -0.26, -0.03, -0.24, -0.03, 0.00, -0.03, -0.73, -0.35, -0.06, -0.30, -0.13, -0.21, -0.11, -0.05, -0.62, -0.25, -0.06, -0.03, 0.01, -0.05, -0.05, -0.12, -0.05, -0.05, -0.07, -0.06, -0.13, 0.09, 0.01, 0.04, 0.13, 0.07, 0.12, 0.07, 0.12, 0.12, 0.05, 0.13, 0.12, 0.12, 0.12, 0.15, 0.12, 0.12, 0.10, 0.10, 0.12, 0.11, 0.16, 0.07, 0.08, 0.05, 0.15, 0.13, 0.12, 0.15, 0.16, 0.05, 0.11, 0.07, 0.12, 0.13, 0.08, 0.08, 0.03]}

{"formula": "C36H38IrN5O4S3", "method": "wB97M-V/def2-TZVPD", "fmax_ev_per_a": 0.6, "total_charge": 0, "spin_multiplicity": 5, "gap_ev": [7.3, 5.0], "s_squared": 6.05, "lumo_ev": [-0.40, -2.62], "e_homo_ev": [-7.661, -7.654], "symbols": ["Ir", "S", "S", "S", "O", "O", "O", "O", "N", "N", "N", "N", "N", "C", "C", "C", "C", "C", "C", "C", "C", "C", "C", "C", "C", "C", "C", "C", "C", "C", "C", "C", "C", "C", "C", "C", "C", "C", "C", "C", "C", "C", "C", "C", "C", "C", "C", "C", "C", "H", "H", "H", "H", "H", "H", "H", "H", "H", "H", "H", "H", "H", "H", "H", "H", "H", "H", "H", "H", "H", "H", "H", "H", "H", "H", "H", "H", "H", "H", "H", "H", "H", "H", "H", "H", "H", "H"], "coordinates": [[0.87, -0.02, 0.35], [2.36, 2.78, 2.59], [3.05, 0.67, 0.51], [2.05, 5.69, 3.19], [-4.36, -4.80, 3.33], [0.18, -2.14, -1.56], [-4.54, -6.10, 1.62], [-0.45, -0.34, 1.97], [-1.11, -0.26, -1.03], [-4.09, -5.11, 2.18], [3.17, 3.35, 0.24], [2.95, 4.54, 0.90], [1.20, -2.28, 0.60], [-0.24, 2.80, 0.20], [3.98, 7.95, -0.14], [-1.62, -2.39, 1.39], [-0.36, 2.60, -1.31], [2.94, -2.99, 2.25], [0.85, 2.01, -2.05], [-3.67, -2.12, -3.36], [-1.15, -1.67, -1.20], [0.88, -4.30, -0.54], [-3.34, 0.18, -2.15], [3.53, 7.97, -1.45], [-4.05, -1.18, -2.19], [3.80, 6.83, 0.66], [3.02, -4.29, 3.06], [-3.84, 2.53, -2.63], [-4.23, -1.77, -0.79], [-1.24, -1.30, 2.18], [-2.02, 0.56, -1.61], [-4.18, 1.18, -2.61], [-2.76, -4.70, 0.13], [4.33, -2.68, 1.67], [-2.58, -3.22, 2.04], [2.89, 6.85, -1.97], [1.83, -4.47, 0.38], [1.99, -3.18, 1.10], [-1.68, 1.97, -1.69], [-2.59, 2.89, -2.18], [2.49, 4.48, 2.17], [2.70, 5.72, -1.19], [-3.12, -4.32, 1.46], [0.33, -2.91, -0.38], [3.15, 5.72, 0.12], [-1.19, -2.73, -0.01], [2.46, -1.87, 3.18], [2.90, 2.35, 1.00], [-1.89, -3.95, -0.55], [0.50, -5.03, -1.23], [-1.19, 3.15, 0.61], [-1.85, -1.96, -1.97], [4.15, 6.81, 1.67], [-2.90, -2.96, 3.04], [-0.44, 3.62, -1.70], [3.48, -5.10, 2.49], [0.69, 2.06, -3.12], [-3.21, -5.58, -0.32], [2.32, -0.93, 2.66], [-5.01, -1.22, -0.27], [1.76, 2.55, -1.79], [4.71, -3.54, 1.11], [-2.30, 3.93, -2.21], [3.64, -4.12, 3.94], [-4.54, 3.26, -2.99], [0.01, 1.89, 0.76], [4.30, -1.83, 1.00], [1.02, 0.96, -1.80], [5.02, -2.47, 2.48], [-5.07, -0.90, -2.47], [4.48, 8.81, 0.28], [-1.64, -4.22, -1.57], [1.52, -2.15, 3.65], [-3.35, -1.72, -0.16], [3.20, -1.72, 3.96], [-4.10, -1.72, -4.28], [2.04, -4.61, 3.40], [2.54, 6.86, -3.00], [3.67, 8.85, -2.06], [-2.61, -2.25, -3.55], [-5.16, 0.90, -2.97], [2.40, -5.36, 0.58], [-1.74, -1.26, 3.15], [2.22, 4.85, -1.60], [-4.11, -3.10, -3.19], [-4.54, -2.81, -0.84], [0.52, 3.54, 0.43]], "lowdin_spin": [2.22, 0.01, 0.20, 0.00, 0.00, 0.03, 0.00, 0.14, 0.44, 0.00, 0.03, 0.01, 0.09, 0.06, 0.00, 0.01, 0.02, 0.00, 0.04, 0.01, 0.03, 0.00, 0.13, 0.00, 0.01, 0.00, 0.00, 0.16, 0.01, 0.01, 0.05, -0.01, 0.00, 0.00, 0.00, 0.00, 0.01, 0.01, 0.14, -0.01, 0.00, 0.00, 0.01, 0.01, 0.00, 0.03, 0.00, 0.03, 0.00, 0.00, 0.00, 0.00, 0.00, 0.00, 0.00, 0.00, 0.00, 0.00, 0.00, 0.00, 0.00, 0.00, 0.00, 0.00, 0.01, 0.02, 0.00, 0.02, 0.00, 0.00, 0.00, 0.00, 0.00, 0.00, 0.00, 0.00, 0.00, 0.00, 0.00, 0.00, 0.00, 0.00, 0.00, 0.00, 0.00, 0.00, 0.00]}

{"formula": "C36H39AsBaN7Si", "method": "wB97M-V/def2-TZVPD", "fmax_ev_per_a": 2.8, "total_charge": 1, "spin_multiplicity": 1, "gap_ev": 6.3, "e_above_lowest_kj_mol": 21.63, "lumo_ev": -3.63, "e_homo_ev": -9.942, "symbols": ["Ba", "As", "Si", "N", "N", "N", "N", "N", "N", "N", "C", "C", "C", "C", "C", "C", "C", "C", "C", "C", "C", "C", "C", "C", "C", "C", "C", "C", "C", "C", "C", "C", "C", "C", "C", "C", "C", "C", "C", "C", "C", "C", "C", "C", "C", "C", "H", "H", "H", "H", "H", "H", "H", "H", "H", "H", "H", "H", "H", "H", "H", "H", "H", "H", "H", "H", "H", "H", "H", "H", "H", "H", "H", "H", "H", "H", "H", "H", "H", "H", "H", "H", "H", "H", "H"], "coordinates": [[-1.38, 2.07, -1.10], [0.99, -0.38, 0.70], [0.68, 4.84, 0.15], [-3.87, -1.76, 1.86], [-1.19, -0.74, -1.98], [-2.98, 0.08, 0.06], [2.28, 0.38, -5.06], [-0.44, 3.61, 0.60], [-1.04, -7.59, -3.88], [0.61, 1.02, -2.94], [0.38, 5.04, -1.71], [-3.19, -2.10, 0.78], [-0.60, -2.41, -3.60], [2.14, -2.93, 3.43], [-3.72, 3.66, 3.33], [2.97, -0.71, 3.87], [-2.59, 4.47, 1.32], [-0.57, -1.10, -3.11], [-2.33, -5.77, -3.10], [2.49, 4.30, 0.41], [-3.71, 4.46, 2.16], [1.19, -0.31, -4.76], [-1.42, 3.63, 1.56], [-3.68, 0.44, 1.09], [1.54, -2.05, -0.22], [4.04, -1.27, 4.57], [2.55, 1.42, -4.30], [-4.08, -0.44, 2.05], [-2.59, 2.89, 3.55], [0.41, 6.47, 1.01], [-2.08, -3.00, -1.83], [-1.45, 2.89, 2.75], [1.99, -1.56, 3.32], [0.40, -0.05, -3.66], [-1.98, -1.64, -1.36], [-1.26, -4.90, -3.27], [-0.13, -5.46, -3.89], [-1.32, -3.39, -2.95], [0.75, -0.94, 2.63], [2.73, 0.40, 0.77], [-0.02, -6.80, -4.10], [-2.12, -7.07, -3.35], [3.25, -3.55, 3.99], [4.16, -2.65, 4.62], [1.67, 1.73, -3.23], [-2.72, -1.17, -0.14], [0.96, 5.92, -1.93], [2.80, 1.30, 1.41], [-0.50, 6.85, 0.61], [3.10, 4.93, -0.26], [0.54, -4.72, -4.27], [0.90, -7.33, -4.40], [0.24, 6.27, 2.04], [1.93, 2.60, -2.57], [2.86, 0.62, -0.26], [2.74, 3.25, 0.16], [0.68, 4.25, -2.44], [0.72, -2.78, -0.16], [3.51, -0.30, 1.04], [-2.60, -3.75, -1.25], [1.85, -1.90, -1.27], [2.36, -2.45, 0.30], [-0.55, 2.39, 3.07], [-0.03, -1.72, 2.57], [-4.53, -0.09, 2.96], [2.69, 0.37, 3.90], [-0.04, -2.64, -4.48], [1.29, 7.07, 0.78], [-3.90, 1.52, 1.16], [3.52, -4.62, 4.03], [-0.64, 5.25, -1.81], [-2.86, -7.81, -3.12], [-2.92, -3.12, 0.65], [0.98, -1.10, -5.49], [2.86, 4.56, 1.41], [3.44, 1.95, -4.44], [4.93, -3.14, 5.16], [-4.57, 5.07, 1.88], [0.25, -0.09, 3.18], [4.65, -0.69, 5.24], [-4.59, 3.57, 3.99], [1.33, -3.60, 3.18], [-3.23, -5.47, -2.62], [-2.47, 5.19, 0.53], [-2.50, 2.29, 4.49]], "lowdin_charge": [1.72, 1.09, 0.34, 0.13, 0.04, -0.03, 0.11, -0.40, 0.08, 0.00, -0.20, -0.07, 0.04, -0.09, -0.11, -0.06, -0.07, -0.18, -0.03, -0.17, -0.09, -0.07, -0.51, -0.14, -0.29, -0.08, -0.06, -0.06, -0.13, -0.14, 0.07, -0.06, -0.30, -0.22, -0.18, -0.12, -0.01, -0.10, -0.32, -0.34, -0.13, -0.15, -0.06, -0.09, -0.11, -0.24, 0.03, 0.04, 0.01, 0.03, 0.09, 0.13, 0.03, 0.12, -0.02, 0.00, 0.00, 0.02, 0.03, 0.11, 0.03, 0.00, 0.09, 0.05, 0.12, 0.12, 0.10, 0.05, 0.11, 0.12, 0.00, 0.11, 0.11, 0.13, 0.03, 0.10, 0.09, 0.10, 0.07, 0.10, 0.11, 0.11, 0.11, 0.09, 0.12]}